[1]
Formula: C26H47BBrN2O9P2
Source: OMol25
Level of theory: ωB97M-V/def2-TZVPD

Computed properties:
SMILES: CCOCC[C@@]1(Cc2ccc(C)cc2)O[C@](B(O)OCC)(P(N)O)[C@@H](CC(=O)Br)[N@@+](CCCO)(C[C@H](C)O)[C@H]1[PH2]=O
Total energy (eV): -138413.708
LUMO (eV): -2.9
Orbital gap (eV): 7.4
HOMO level (eV): -10.32

The geometry in ORCA input format:
```
! RIJCOSX wB97M-V def2-TZVPD def2/J DEFGRID3
* xyz 1 1
C 4.82767 3.66666 -2.19294
C 4.07030 2.77825 -1.09875
O 3.48421 1.55153 -1.65453
C 2.98583 0.85788 -0.45791
C 1.86999 -0.24093 -0.77228
C 0.38954 0.05829 -0.13842
C 0.11509 1.59890 -0.60850
C 0.32868 1.89870 -2.15011
C -0.06653 1.02244 -3.35117
C 0.20068 1.53756 -4.79513
C 0.85296 2.90092 -5.13442
C 1.08451 3.41532 -6.62550
C 1.24912 3.79743 -3.91989
C 0.98027 3.28891 -2.49343
O -0.48008 -0.83616 -0.85837
C -0.88440 -2.02822 -0.14774
B 0.18041 -3.26715 -0.18309
O 0.95692 -3.71280 0.96486
O 0.40196 -4.11187 -1.35494
C 1.42301 -3.54729 -2.22343
C 1.50463 -4.54577 -3.51132
P -2.29368 -2.69092 -1.32025
N -3.59358 -1.49500 -1.42407
O -1.68649 -2.71891 -2.94854
C -1.58139 -1.76186 1.29299
C -1.82765 -3.07477 2.17346
C -3.24723 -3.05119 2.97527
O -4.33858 -2.84072 2.42036
Br -3.07920 -3.40390 4.94853
N -1.03552 -0.52863 2.02375
C -2.04601 0.54606 1.59581
C -3.44793 0.60944 2.32663
C -3.68223 1.92116 3.27309
O -3.84543 1.46664 4.63949
C -0.99012 -0.66559 3.51267
C -0.38384 0.52435 4.38228
C -0.99847 0.34652 5.88800
O -0.62410 1.87807 4.00476
C 0.34156 -0.10679 1.48325
P 1.86315 -0.87216 2.26988
O 2.88901 0.27221 2.58950
H 4.20460 4.57662 -2.51130
H 5.16519 3.04884 -3.08817
H 5.76756 4.10449 -1.68745
H 4.76051 2.52603 -0.20482
H 3.23538 3.44196 -0.64541
H 2.72192 1.59267 0.39064
H 3.91333 0.28909 -0.05661
H 1.81242 -0.31695 -1.92693
H 2.29213 -1.25841 -0.47793
H -0.98080 1.92149 -0.41867
H 0.73095 2.35127 0.01755
H -0.57631 0.02333 -3.17904
H -0.14196 0.85359 -5.64813
H 1.58278 2.59387 -7.26539
H 1.63628 4.40904 -6.70095
H 0.03112 3.57579 -7.07722
H 1.74203 4.81589 -4.11845
H 1.26339 3.98722 -1.62671
H 1.46501 -4.52204 0.72777
H 2.44750 -3.58929 -1.72365
H 1.13413 -2.52544 -2.63782
H 2.36161 -5.30363 -3.41903
H 1.48815 -3.98466 -4.50265
H 0.53901 -5.18354 -3.49585
H -3.91514 -1.48672 -2.40973
H -4.36733 -1.79394 -0.80331
H -2.26420 -3.35411 -3.43624
H -2.68030 -1.56734 0.96508
H -0.95820 -3.39285 2.83891
H -2.01541 -3.98968 1.48370
H -2.26131 0.47061 0.46056
H -1.60519 1.61251 1.68393
H -3.77243 -0.34171 2.89346
H -4.26281 0.72404 1.50988
H -2.88601 2.72075 3.12736
H -4.68685 2.41335 2.97602
H -4.78905 1.22128 4.73227
H -0.39750 -1.58864 3.88434
H -2.01828 -0.87549 4.00084
H 0.75691 0.41383 4.55320
H -0.14155 0.53758 6.64100
H -1.80016 1.11741 6.12537
H -1.31343 -0.73984 6.03832
H 0.19873 2.34433 3.72941
H 0.42667 1.00183 1.81727
H 1.69163 -1.48849 3.55831
H 2.59827 -1.82254 1.50644
*
```

Atom charges from the Mulliken analysis, given in e for atoms 1 to 5:
1 C -0.965
2 C -0.074
3 O -0.381
4 C -0.936
5 C -0.600

***

[2]
Formula: C26H47BF2N2O3S
Source: OMol25
Level of theory: ωB97M-V/def2-TZVPD

Computed properties:
Total energy (eV): -53794.264
LUMO (eV): -0.3
Orbital gap (eV): 8.2
HOMO level (eV): -8.57

The geometry in ORCA input format:
```
! RIJCOSX wB97M-V def2-TZVPD def2/J DEFGRID3
* xyz 0 1
C 0.38967 3.89599 -2.91207
C 1.26640 2.70884 -2.51453
C 1.14671 2.31261 -1.03864
C -0.31978 2.12357 -0.57913
C -0.94735 3.39627 0.04481
C -0.52149 0.90224 0.29705
C -1.23342 -0.26481 -0.25008
C -1.73916 -0.30208 -1.67982
C -3.25959 -0.09460 -1.80747
C -3.72184 1.35566 -1.74348
F -4.34222 1.63372 -0.52862
C -1.46169 -1.37030 0.50577
C -2.18953 -2.61024 0.04706
C -3.51469 -2.81116 0.79744
F -4.10217 -1.59138 1.12008
C -0.99017 -1.38005 1.84313
N -1.12395 -2.37923 2.72276
S -0.40620 -1.89696 4.07005
N 0.09542 -0.44394 3.63508
C -0.29210 -0.26247 2.36473
C -0.05590 0.90241 1.58439
B 0.70667 2.08238 2.33100
O 1.90006 2.55305 1.83870
C 0.17276 2.74075 3.66005
C -0.74324 3.97207 3.47011
H 0.70818 4.34298 -3.85036
H 0.46750 4.67184 -2.14771
H -0.66385 3.62262 -2.96067
H 1.06193 1.85354 -3.16186
H 2.30353 3.00230 -2.68823
H 1.64373 3.07131 -0.43859
H 1.65536 1.35307 -0.92815
H -0.85791 1.95382 -1.49618
H -1.60605 3.90843 -0.64960
H -1.50019 3.12919 0.94241
H -0.15427 4.06958 0.37070
H -1.50538 -1.28138 -2.09617
H -1.24316 0.40473 -2.33275
H -3.55615 -0.50419 -2.77467
H -3.79071 -0.66290 -1.04595
H -4.44272 1.55889 -2.53546
H -2.89393 2.05315 -1.85716
H -1.55567 -3.45276 0.32756
H -2.35877 -2.61619 -1.02371
H -3.32408 -3.32200 1.73659
H -4.21301 -3.37312 0.18001
H 2.37633 1.86101 1.36828
H -0.35813 1.97815 4.22584
H 1.03412 3.02877 4.26335
H -1.79507 3.71027 3.55966
H -0.57713 4.49592 2.53206
H -0.54416 4.69436 4.26131
C 2.69679 -2.25079 6.06134
C 3.19106 -3.32740 5.11103
O 4.56892 -3.23804 4.79808
C 5.46310 -3.34026 5.89058
C 5.36503 -4.64893 6.65610
H 2.89818 -1.25914 5.65352
H 1.62209 -2.35254 6.21223
H 3.17363 -2.31236 7.04053
H 2.67650 -3.23284 4.15399
H 2.94919 -4.32334 5.50027
H 5.33937 -2.48912 6.57014
H 6.45685 -3.24822 5.45202
H 4.38959 -4.77728 7.12692
H 6.11868 -4.67674 7.44365
H 5.52777 -5.49521 5.98744
C 0.85455 0.33352 -6.21142
C 0.04016 -0.78767 -5.58920
O -1.34143 -0.49987 -5.46762
C -2.03467 -0.23318 -6.67391
C -2.00853 -1.37763 -7.67206
H 0.73498 1.25580 -5.64057
H 1.91128 0.06479 -6.22069
H 0.55530 0.53600 -7.24049
H 0.38252 -0.96450 -4.56851
H 0.19135 -1.72386 -6.13817
H -1.66152 0.68791 -7.13591
H -3.06364 -0.03685 -6.37149
H -0.99752 -1.60007 -8.01550
H -2.60625 -1.12146 -8.54712
H -2.41688 -2.28446 -7.22413
*
```

Atom charges from the Mulliken analysis, given in e for atoms 1 to 5:
1 C -1.177
2 C -0.465
3 C -1.425
4 C 2.752
5 C -2.187

***

[3]
Formula: C26H47BFN2O7PSSr
Source: OMol25
Level of theory: ωB97M-V/def2-TZVPD

Computed properties:
Total energy (eV): -69372.725
LUMO (eV): -9.7
Orbital gap (eV): 2.6
HOMO level (eV): -12.22

The geometry in ORCA input format:
```
! RIJCOSX wB97M-V def2-TZVPD def2/J DEFGRID3
* xyz 2 1
C 3.73632 -2.06028 3.18336
C 2.30646 -1.96406 2.69371
C 2.17974 -2.02892 1.17625
C 0.73822 -1.77089 0.78413
O 0.52163 -0.41425 1.03392
C -0.74972 0.14214 0.66664
O -1.74060 -0.67072 1.26258
C -2.86751 -1.33378 0.68075
C -2.58782 -2.18352 -0.57475
C -3.41418 -1.95944 -1.82752
F -3.03277 -2.94400 -2.73488
C -3.29046 -2.27099 1.82357
C -4.74219 -2.69673 1.88683
C -5.27412 -3.63017 0.88662
O -4.98651 -3.98304 2.31103
P -4.22080 -0.04741 0.51185
S -4.58838 0.88933 2.19242
B -0.67931 0.44943 -0.93385
O -1.71221 0.79129 -1.76950
O 0.57102 0.31938 -1.46920
C -0.81388 1.50436 1.43500
C 0.52597 2.05793 1.87519
C 1.57682 2.37467 0.80024
C 2.86309 1.56964 0.95481
N 3.43535 1.28842 -0.35877
C 4.64833 0.47350 -0.30777
C 4.75389 -0.41326 -1.51576
C 4.56721 0.14185 -2.77839
C 4.62635 -0.62272 -3.92900
C 4.88845 -1.97742 -3.83157
C 5.11147 -2.54421 -2.59380
C 5.04313 -1.76823 -1.44836
O 5.28747 -2.34930 -0.21553
N -1.70124 2.40362 0.68555
C -1.28589 3.76128 0.32755
C -2.47616 4.46337 -0.34160
C -2.18005 4.79957 -1.78780
O -2.25096 3.63403 -2.60827
C -3.57906 3.24924 -2.91356
H 4.33071 -1.18572 2.94304
H 3.66292 -2.06940 4.28031
H 4.24508 -2.97216 2.90026
H 1.84755 -1.01302 2.98705
H 1.68512 -2.77016 3.11011
H 2.50595 -2.99253 0.79246
H 2.79877 -1.24788 0.74038
H 0.07040 -2.39451 1.38542
H 0.60693 -2.06227 -0.25820
H -1.54635 -2.07255 -0.87085
H -2.72104 -3.23526 -0.34710
H -4.48065 -2.08355 -1.64909
H -3.22417 -1.00444 -2.29172
H -3.08279 -1.74609 2.75261
H -2.72466 -3.19554 1.75051
H -5.43769 -1.94249 2.24458
H -4.64822 -4.31821 0.34512
H -6.34437 -3.66887 0.77121
H -3.79163 0.84634 -0.46527
H -5.32561 -0.69398 -0.04226
H -1.79552 1.75768 -1.86321
H 0.50693 0.27489 -2.43021
H -1.34143 1.26096 2.35659
H 0.96642 1.37215 2.59614
H 0.31470 2.95457 2.45350
H 1.85842 3.41856 0.90718
H 1.20731 2.26856 -0.21220
H 2.64901 0.62733 1.48082
H 3.59540 2.14604 1.51576
H 2.73781 0.74422 -0.85897
H 4.66825 -0.15555 0.59018
H 5.51661 1.12887 -0.27403
H 4.37059 1.20056 -2.83271
H 4.47266 -0.15408 -4.88571
H 4.92607 -2.58189 -4.72170
H 5.33871 -3.59815 -2.51719
H 5.34051 -3.29719 -0.36812
H -2.56264 2.46588 1.21707
H -0.90460 4.36078 1.15309
H -0.51155 3.65427 -0.42863
H -2.76668 5.35780 0.20260
H -3.33723 3.80123 -0.30461
H -1.15865 5.15808 -1.86736
H -2.83927 5.57261 -2.17998
H -3.52519 2.36686 -3.53952
H -4.15880 2.99915 -2.02389
H -4.09809 4.04011 -3.45118
Sr 2.89687 -2.00170 5.97561
*
```

Atom charges from the Mulliken analysis, given in e for atoms 1 to 5:
1 C -0.564
2 C -0.736
3 C -0.218
4 C -0.493
5 O 0.276

***

Among the records above, which one has the lowest HOMO level?
C26H47BFN2O7PSSr

***

Number 1 is which compound?
C26H47BBrN2O9P2